An isolated molecule of C23H26N2O5 in a non-equilibrium geometry, computed with ωB97M-V/def2-TZVPD.

```
56
Properties=species:S:1:pos:R:3:lowdin_charge:R:1
O -1.727 -0.513 -1.524 0.0335
O 1.196 4.402 2.677 -0.0824
O 1.967 0.081 0.851 -0.0909
O 2.449 -1.609 -2.817 0.0788
O -3.324 -3.180 -0.947 -0.0494
N 2.155 0.520 -2.078 0.0797
N -0.473 -0.023 -1.561 0.1319
C -1.156 -3.756 0.727 -0.0215
C 1.535 5.759 2.828 -0.0926
C 2.278 1.402 0.977 -0.2278
C 3.064 4.074 1.140 -0.0287
C -2.172 -2.715 1.092 -0.1976
C 1.575 2.292 1.770 0.0677
C -3.052 -2.463 -2.135 -0.0985
C 3.545 0.899 -2.072 -0.1536
C 1.743 -0.728 -2.368 -0.4446
C -1.748 -1.735 -2.088 -0.2207
C 3.394 1.846 0.245 -0.1756
C -0.486 -2.058 -2.499 0.0729
C 3.758 3.175 0.344 -0.0320
C -3.014 -1.048 2.611 -0.0769
C -4.220 -1.510 0.575 -0.1982
C 4.136 0.896 -0.652 -0.1142
C 0.858 -0.423 1.553 -0.0849
C 1.964 3.629 1.858 -0.2718
C 0.286 -0.923 -2.141 -0.1787
C -4.081 -0.811 1.767 -0.0439
C -5.417 -1.271 -0.297 -0.0328
C -2.076 -2.010 2.282 -0.0616
C -3.241 -2.443 0.233 -0.1999
H -5.231 -0.449 -0.991 0.0865
H -6.274 -0.999 0.315 0.0817
H -0.074 0.046 1.224 0.0896
H -5.663 -2.165 -0.865 0.0838
H -3.024 -3.218 -2.924 0.1439
H 4.616 3.524 -0.213 0.1174
H -0.631 -4.104 1.613 0.0821
H 1.498 1.126 -1.609 0.1284
H 3.638 1.898 -2.511 0.1244
H 4.065 -0.114 -0.249 0.1195
H -1.641 -4.599 0.241 0.0858
H -3.845 -1.735 -2.350 0.1237
H -4.829 -0.079 2.034 0.1117
H 0.973 -0.293 2.633 0.1003
H -2.921 -0.496 3.534 0.1028
H 0.803 6.171 3.521 0.0920
H 0.827 -1.486 1.320 0.0868
H 2.539 5.879 3.248 0.0950
H 1.473 6.297 1.876 0.0950
H 0.713 1.990 2.341 0.1178
H -0.423 -3.348 0.030 0.0717
H 5.186 1.183 -0.715 0.1174
H 4.076 0.175 -2.695 0.1206
H 3.392 5.099 1.188 0.0994
H -1.257 -2.217 2.954 0.1095
H -0.139 -2.945 -2.982 0.1274
```

The calculation puts the electronic energy at -37489.3638 eV. As for the SMILES: COc1ccc(CCNC(=O)c2cc(COc3c(C)cccc3C)on2)c(OC)c1. The HOMO-LUMO gap is 8.908 eV. The lowest unoccupied orbital energy is 0.735 eV.

=====

A cluster of 2 separate species, C23H26N2O7 in total in a non-equilibrium geometry, computed with ωB97M-V/def2-TZVPD.

```
58
Properties=species:S:1:pos:R:3:lowdin_charge:R:1
O 4.227 -3.805 0.180 0.0379
O -2.103 -0.649 0.894 0.0716
O 1.083 -2.118 3.211 0.0543
O -0.770 -0.198 -1.344 0.0459
O -1.461 2.369 -7.132 0.0722
O -5.081 2.028 -3.617 0.0950
O 0.682 0.258 -3.485 0.0774
N 3.259 -2.303 1.490 0.1293
N 2.217 -1.037 4.769 0.0324
C -4.353 0.016 0.906 0.0458
C 5.709 -2.622 1.597 0.0054
C 1.614 0.189 0.950 -0.0588
C 4.336 -2.945 1.038 -0.5529
C -1.537 1.870 -5.866 -0.2906
C -4.092 1.515 -3.093 -0.2688
C -3.145 -0.075 0.222 -0.2119
C 2.906 0.158 1.780 -0.3602
C 4.075 0.582 0.884 -0.0642
C -0.470 0.795 -3.986 -0.2127
C -3.030 0.410 -1.101 -0.0081
C 3.345 -0.308 5.350 -0.0629
C -4.168 0.993 -1.713 -0.0644
C -5.375 1.075 -0.992 0.0331
C -1.762 0.322 -1.862 -0.2129
C -0.418 1.301 -5.280 0.0753
C -2.817 1.430 -3.839 -0.0612
C -2.728 1.932 -5.153 0.0535
C 2.087 -1.486 3.517 -0.4599
C -6.776 0.679 1.062 -0.0418
C 3.176 -1.200 2.469 -0.1930
C -5.475 0.593 0.313 -0.2456
C -1.670 0.850 -3.242 -0.0145
H 4.247 -0.922 5.322 0.0832
H 6.443 -3.266 1.114 0.0867
H 0.509 1.250 -5.840 0.1393
H 3.884 1.575 0.477 0.0810
H -7.366 -0.227 0.893 0.0902
H -3.603 2.377 -5.617 0.1259
H 1.441 -1.263 5.374 0.1455
H 5.955 -1.584 1.393 0.0645
H 4.993 0.620 1.470 0.0726
H -4.409 -0.372 1.918 0.1326
H -6.252 1.521 -1.454 0.1253
H 3.520 0.622 4.805 0.0777
H 4.122 -1.118 2.996 0.1222
H 1.668 -0.539 0.140 0.0803
H 5.717 -2.813 2.668 0.0802
H -2.320 2.734 -7.396 0.1160
H -6.596 0.783 2.136 0.0817
H 3.125 -0.064 6.391 0.0884
H 0.503 -0.080 -2.584 0.0808
H 0.755 -0.038 1.580 0.0735
H 1.473 1.182 0.524 0.0857
H 4.197 -0.120 0.058 0.0859
H 2.380 -2.640 1.122 0.1502
H -7.358 1.543 0.727 0.0822
H -1.324 -0.693 0.303 0.0764
H 2.810 0.914 2.559 0.1273
```

The calculation puts the electronic energy at -41587.7558 eV. As for the SMILES: Cc1cc(O)c2c(c1)C(=O)c1cc(O)cc(O)c1C2=O.CNC(=O)[C@@H](NC(C)=O)C(C)C. The HOMO-LUMO gap is 7.637 eV. The lowest unoccupied orbital energy is -1.267 eV.